Entry 1:
C6H12O | wB97M-V/def2-TZVPD

Properties
- LUMO energy: 0.95 eV
- HOMO energy: -8.002 eV
- Spin multiplicity: 1
- Energy above the lowest of the compared OMol25 structures with the same formula, charge and spin: 51.0 kcal/mol

Each line ends with the natural charge from an NBO analysis.
Cartesian coordinates (Å):
C -0.752 1.856 -1.728  -0.649
C -0.298 1.341 -0.399  0.050
C 0.482 0.279 -0.141  -0.236
C 1.715 -0.013 -0.879  -0.202
C 2.696 -0.689 -0.293  -0.403
C -0.939 2.058 0.765  -0.642
H -0.830 2.949 -1.647  0.209
H -1.762 1.552 -1.983  0.228
H -0.079 1.675 -2.565  0.217
H 0.410 -0.187 0.838  0.193
H 1.692 0.207 -1.941  0.203
H 2.437 -1.238 0.600  0.189
H 3.714 -0.704 -0.655  0.202
H -2.028 2.117 0.825  0.212
H -0.490 3.047 0.891  0.219
H -0.639 1.560 1.695  0.212
H -1.456 -4.848 2.782  0.467
H -2.048 -5.949 1.924  0.467
O -1.826 -5.014 1.911  -0.934

***

Entry 2:
C4H4O | wB97M-V/def2-TZVPD

Properties
- LUMO energy: 0.37 eV
- HOMO energy: -10.306 eV
- Spin multiplicity: 1
- Energy above the lowest of the compared OMol25 structures with the same formula, charge and spin: 34.2 kcal/mol

Each line ends with the natural charge from an NBO analysis.
Cartesian coordinates (Å):
C -1.329 0.332 -0.015  -0.702
C -0.214 -0.681 -0.032  0.519
O -0.349 -1.829 0.326  -0.492
C 1.132 -0.177 -0.338  -0.135
C 2.270 0.164 -0.127  -0.147
H -1.282 0.994 -0.884  0.232
H -1.203 0.955 0.879  0.244
H -2.291 -0.182 0.042  0.240
H 3.267 0.424 0.149  0.241

***

Entry 3:
C11H5BrOS | wB97M-V/def2-TZVPD

Properties
- LUMO energy (spin up / spin down): -0.05 / -0.05 eV
- HOMO energy (spin up / spin down): -7.358 / -7.358 eV
- Spin multiplicity: 1

Each line ends with the natural charge from an NBO analysis.
Cartesian coordinates (Å):
C 0.544 -0.754 2.419  -0.213
C 0.827 0.587 2.277  -0.214
C 0.201 -1.461 1.283  -0.174
C 0.835 1.313 1.123  -0.210
C 0.152 -0.776 0.057  -0.126
C 0.574 0.583 -0.003  0.015
C -0.541 -1.222 -1.054  -0.160
C 0.678 -0.042 -2.389  0.042
C -0.613 -0.552 -2.447  -0.324
C -1.659 0.284 -1.796  0.217
C 0.425 1.120 -1.460  -0.060
O -1.085 1.383 -1.363  -0.477
S -0.899 -2.348 -2.275  0.342
Br -3.427 0.194 -1.709  0.229
H 0.748 -1.337 3.300  0.224
H 1.111 1.251 3.111  0.211
H 0.047 -2.596 1.326  0.220
H 1.264 2.267 1.067  0.220
H 0.820 2.105 -1.470  0.235

***

Entry 4:
C7H12N2 | wB97M-V/def2-TZVPD

Properties
- LUMO energy (spin up / spin down): -0.05 / 0.07 eV
- HOMO energy (spin up / spin down): -7.448 / -7.351 eV
- Spin multiplicity: 1
- Energy above the lowest of the compared OMol25 structures with the same formula, charge and spin: 111.8 kcal/mol

Each line ends with the natural charge from an NBO analysis.
Cartesian coordinates (Å):
C -0.623 -1.032 1.041  -0.405
C -0.558 0.441 0.756  0.051
C -1.006 -0.534 -0.321  -0.029
N -1.431 1.327 1.456  -0.826
N 1.843 0.955 0.942  -0.820
C 0.706 0.904 0.086  -0.011
C 0.676 -0.255 -1.155  -0.254
C -2.107 -0.545 -1.128  -0.357
C 1.658 -1.186 -1.304  -0.413
H -0.965 1.686 2.283  0.368
H -1.687 2.121 0.880  0.359
H 1.951 0.102 1.477  0.360
H 2.698 1.086 0.412  0.365
H 0.272 -1.633 1.145  0.202
H -1.449 -1.343 1.665  0.245
H 0.561 1.860 -0.424  0.199
H 0.348 0.241 -2.065  0.209
H -2.250 -1.335 -1.852  0.192
H -2.789 0.293 -1.163  0.191
H 2.060 -1.738 -0.464  0.175
H 2.092 -1.411 -2.266  0.200

***

Entry 5:
C3H9N4 | wB97M-V/def2-TZVPD

Properties
- Net charge: +1
- LUMO energy (spin up / spin down): -5.15 / -5.15 eV
- HOMO energy (spin up / spin down): -13.007 / -13.008 eV
- Spin multiplicity: 1
- Energy above the lowest of the compared OMol25 structures with the same formula, charge and spin: 130.3 kcal/mol

Each line ends with the natural charge from an NBO analysis.
Cartesian coordinates (Å):
C 0.687 -1.094 -0.138  0.261
C -1.519 -0.086 -0.329  0.213
C 0.128 -2.411 0.064  -0.717
N -3.653 0.901 0.133  -0.342
N -2.599 0.365 0.052  0.077
N -0.168 -0.066 -0.238  -0.469
N 2.153 2.473 -0.100  -1.119
H 1.804 -1.068 -0.144  0.262
H 2.129 2.834 0.853  0.369
H -0.834 -2.364 0.368  0.240
H 0.628 -2.922 0.846  0.283
H 0.447 -3.164 -0.783  0.300
H -4.448 0.432 0.514  0.392
H 2.143 3.377 -0.567  0.391
H 0.143 0.892 -0.393  0.485
H 2.958 1.901 -0.138  0.374

***

Entry 6:
C36H61Br2F3N2O6Si2 | wB97M-V/def2-TZVPD

Properties
- LUMO energy (spin up / spin down): 0.44 / 0.13 eV
- HOMO energy (spin up / spin down): -8.422 / -9.117 eV
- Spin multiplicity: 3

Each line ends with the Mulliken spin population.
Cartesian coordinates (Å):
C 0.374 3.993 4.660  0.000
C 1.568 3.222 4.178  0.000
O 2.068 2.393 4.862  0.000
O 2.056 3.432 2.940  0.000
C 1.982 4.784 2.418  0.000
C 0.793 5.000 1.490  0.002
C 1.138 5.093 0.005  -0.023
C 2.150 4.036 -0.500  -0.002
Si 1.400 2.482 -1.240  0.000
O 1.910 1.129 -0.407  -0.001
Si 0.775 0.153 0.294  0.000
C 0.021 1.026 1.786  0.000
C -1.446 0.626 1.964  0.000
C -1.914 0.561 3.422  0.000
F -0.892 0.661 4.298  0.000
Br -3.175 1.992 3.815  0.000
C -2.571 -0.821 3.688  0.000
F -3.524 -1.063 2.787  0.000
F -1.620 -1.748 3.557  0.000
Br -3.353 -1.022 5.472  0.000
C 1.423 -1.540 0.821  0.002
C 2.884 -1.815 0.571  0.001
O 3.473 -1.365 -0.374  0.000
C 3.592 -2.688 1.555  0.007
C 4.946 -2.441 1.810  0.000
C 5.623 -3.237 2.732  0.000
C 4.961 -4.275 3.385  0.000
C 3.618 -4.537 3.115  0.006
C 2.938 -3.737 2.204  0.009
H -0.275 3.277 5.148  0.000
H -0.175 4.516 3.890  0.000
H 0.699 4.686 5.430  0.000
H 1.986 5.469 3.260  0.000
H 2.919 4.917 1.894  0.000
H 0.031 4.249 1.667  -0.001
H 0.331 5.944 1.779  0.000
H 0.211 4.957 -0.549  0.025
H 1.487 6.086 -0.260  0.000
H 2.867 3.719 0.254  0.000
H 2.736 4.492 -1.295  0.000
H -0.077 2.538 -1.320  0.003
H 1.897 2.316 -2.626  0.000
H -0.348 -0.056 -0.655  0.000
H 0.103 2.091 1.600  0.001
H 0.643 0.798 2.648  0.000
H -1.678 -0.311 1.464  0.000
H -2.054 1.371 1.468  0.000
H 0.853 -2.303 0.289  -0.001
H 1.183 -1.675 1.873  0.000
H 5.464 -1.647 1.298  0.000
H 6.661 -3.031 2.933  0.000
H 5.498 -4.874 4.105  0.000
H 3.095 -5.336 3.613  0.000
H 1.899 -3.920 1.969  -0.022
C 2.564 -8.871 0.415  0.009
C 1.267 -8.112 0.751  0.024
C 0.049 -8.992 0.475  0.024
C -0.254 -9.156 -1.014  -0.019
C -0.372 -7.792 -1.695  0.027
C 0.849 -6.899 -1.468  0.023
N 1.187 -6.831 -0.015  0.357
O 0.424 -5.981 0.594  0.562
C 2.042 -7.421 -2.295  0.013
C 0.565 -5.493 -1.985  -0.013
C 1.348 -7.800 2.239  -0.022
H 2.589 -9.284 -0.590  0.001
H 3.432 -8.222 0.539  -0.008
H 2.679 -9.717 1.093  0.000
H -0.828 -8.554 0.963  0.004
H 0.205 -9.969 0.937  0.001
H 0.518 -9.762 -1.496  -0.001
H -1.189 -9.706 -1.137  0.001
H -0.522 -7.920 -2.769  0.001
H -1.265 -7.286 -1.313  0.004
H 2.978 -6.976 -1.954  -0.009
H 1.910 -7.151 -3.342  0.001
H 2.147 -8.504 -2.278  0.001
H -0.323 -5.058 -1.531  0.002
H 0.399 -5.533 -3.061  0.000
H 1.409 -4.828 -1.794  0.002
H 2.179 -7.123 2.440  0.009
H 1.510 -8.716 2.806  0.000
H 0.434 -7.343 2.616  0.001
C -4.123 7.822 -2.215  0.014
C -2.792 7.083 -2.445  0.018
C -2.246 7.389 -3.841  0.022
C -3.008 6.682 -4.960  -0.017
C -3.076 5.178 -4.698  0.022
C -3.653 4.833 -3.325  0.019
N -2.960 5.611 -2.251  0.380
O -1.828 5.061 -1.955  0.550
C -5.173 5.095 -3.311  0.016
C -3.481 3.342 -3.054  -0.012
C -1.830 7.628 -1.395  -0.025
H -4.870 7.641 -2.983  0.001
H -4.553 7.549 -1.250  -0.009
H -3.948 8.898 -2.210  0.000
H -1.195 7.087 -3.888  0.006
H -2.266 8.469 -3.998  0.000
H -4.012 7.102 -5.064  -0.001
H -2.505 6.862 -5.912  0.001
H -3.678 4.690 -5.466  0.000
H -2.067 4.762 -4.779  0.005
H -5.557 5.113 -2.291  -0.010
H -5.688 4.297 -3.844  0.001
H -5.463 6.019 -3.807  0.001
H -2.442 3.026 -3.130  0.004
H -4.052 2.776 -3.789  0.000
H -3.847 3.080 -2.060  0.000
H -2.165 7.378 -0.387  0.003
H -1.788 8.714 -1.479  0.000
H -0.819 7.247 -1.524  0.007

***

Entry 7:
C26H46O2P2Rh | wB97M-V/def2-TZVPD

Properties
- Net charge: +1
- LUMO energy (spin up / spin down): -2.78 / -7.11 eV
- HOMO energy (spin up / spin down): -8.088 / -8.854 eV
- Spin multiplicity: 5
- Energy above the lowest of the compared OMol25 structures with the same formula, charge and spin: 14.6 kcal/mol

Each line ends with the Mulliken spin population.
Cartesian coordinates (Å):
Rh 0.412 -0.003 -0.101  1.628
C 0.757 -0.117 2.168  0.193
C 1.840 0.418 1.365  0.166
C -0.020 1.798 1.159  0.272
C -0.316 0.804 2.129  0.233
C 1.353 1.636 0.748  -0.035
C 0.799 -1.366 2.982  -0.002
H 1.580 -2.049 2.631  -0.001
H -0.172 -1.875 2.921  0.001
H 1.002 -1.135 4.039  0.012
C -1.555 0.797 2.951  0.009
H -1.654 -0.122 3.534  -0.003
H -2.440 0.877 2.310  0.009
H -1.577 1.654 3.648  0.024
C -0.970 2.863 0.730  0.017
H -1.036 3.665 1.478  0.014
H -1.976 2.442 0.607  0.006
H -0.657 3.301 -0.219  0.004
C 2.152 2.645 -0.012  0.025
H 2.529 3.420 0.668  0.001
H 1.530 3.135 -0.765  -0.001
H 3.008 2.165 -0.492  0.004
C 3.225 -0.122 1.288  0.038
H 3.860 0.405 2.009  0.010
H 3.645 0.011 0.287  0.000
H 3.226 -1.187 1.539  -0.001
C -0.729 -1.777 -0.898  0.019
C 0.423 -2.279 -0.291  -0.020
C 1.707 -2.629 -0.987  0.019
C 2.071 -1.669 -2.142  0.044
C 1.705 -0.219 -1.927  0.045
C 0.498 0.412 -2.276  0.090
C -0.665 -0.274 -2.953  0.037
C -0.983 -1.664 -2.378  0.133
H 1.673 -3.662 -1.369  -0.004
H 1.674 -2.064 -3.094  -0.003
H 2.498 -2.614 -0.231  -0.002
H -0.482 -2.472 -2.933  0.004
H -1.638 -1.736 -0.278  -0.004
H 0.291 -2.692 0.714  0.015
H -2.066 -1.837 -2.498  0.012
H -1.555 0.345 -2.782  0.000
H 0.487 1.504 -2.348  -0.054
H -0.519 -0.340 -4.043  0.014
H 3.174 -1.706 -2.209  0.003
H 2.573 0.441 -1.808  0.014
P -1.109 -0.686 -7.105  0.401
P -0.866 1.905 -8.483  0.335
C -1.184 -0.803 -8.992  -0.010
C -1.545 0.544 -9.589  0.017
H -1.934 -1.562 -9.249  0.004
H -0.204 -1.146 -9.352  -0.003
H -1.112 0.681 -10.590  0.006
H -2.632 0.681 -9.658  -0.002
C -1.641 3.260 -9.452  0.059
H -1.221 4.214 -9.117  -0.002
H -2.721 3.261 -9.276  -0.001
H -1.436 3.115 -10.520  0.018
C 0.758 2.003 -9.357  0.034
H 0.597 1.986 -10.443  0.011
H 1.410 1.175 -9.063  -0.002
H 1.232 2.949 -9.071  -0.003
C -2.611 -1.715 -6.823  0.060
H -2.692 -1.958 -5.757  -0.010
H -2.539 -2.637 -7.416  0.016
H -3.497 -1.145 -7.131  0.003
C 0.190 -1.968 -6.880  0.058
H 1.151 -1.548 -7.201  0.001
H -0.053 -2.855 -7.480  0.018
H 0.249 -2.232 -5.816  -0.014
C -4.311 -2.614 2.599  0.001
C -3.515 -1.881 1.560  0.001
O -4.192 -1.223 0.732  0.004
O -2.233 -1.969 1.622  0.017
H -5.002 -1.931 3.099  0.000
H -3.675 -3.100 3.345  0.000
H -4.922 -3.378 2.114  0.000

***

Entry 8:
C9H11BrClIN4O3P | wB97M-V/def2-TZVPD

Properties
- Net charge: +1
- LUMO energy: -5.72 eV
- HOMO energy: -11.693 eV
- Spin multiplicity: 1
- Energy above the lowest of the compared OMol25 structures with the same formula, charge and spin: 217.2 kcal/mol

Each line ends with the natural charge from an NBO analysis.
Cartesian coordinates (Å):
N 4.481 -2.077 -0.622  -0.555
C 3.775 -1.081 0.029  0.095
C 2.293 -1.328 0.764  -0.531
C 1.418 0.039 0.536  0.045
C 0.098 0.212 -0.420  -0.046
C -0.520 -1.064 -1.244  0.741
O -0.981 -0.996 -2.517  -0.471
O -0.625 -2.350 -0.539  -0.809
P -2.268 -2.919 -0.431  1.434
N -3.079 -2.344 1.066  -1.174
O -2.099 -4.666 -0.161  -0.930
C -0.597 1.720 -0.529  0.050
C -1.888 2.096 -1.467  -0.287
N -3.158 2.265 -0.632  -0.840
C 0.069 2.969 0.342  0.166
Br -0.652 4.874 0.285  0.209
N 1.264 2.751 1.244  -0.584
I 2.061 4.328 2.368  0.550
C 1.923 1.394 1.362  0.227
Cl 3.401 1.279 2.520  0.080
H 5.343 -1.576 -0.990  0.355
H 4.176 0.035 0.067  0.174
H 2.431 -1.554 1.911  0.278
H 1.857 -2.291 0.262  0.294
H -2.441 -1.780 1.670  0.386
H -3.967 -1.840 0.850  0.409
H -1.157 -4.741 0.225  0.483
H -2.067 1.381 -2.378  0.257
H -1.682 3.173 -1.940  0.240
H -3.860 2.761 -1.246  0.386
H -3.549 1.329 -0.384  0.368

***

Q: Which of these has the highest spin multiplicity?
A: C26H46O2P2Rh

***

Q: Look up the spin multiplicity of the fifth one.
A: 1